1.
# C9H19F2N2O5RbS2

C9H19F2N2O5RbS2 as an isolated structure (ωB97M-V with the def2-TZVPD basis set, the OMol25 dataset).

```
40
Properties=species:S:1:pos:R:3
Rb 3.388 1.009 0.521
N 2.919 2.269 -2.007
S 2.447 1.948 -3.466
O 3.228 2.672 -4.468
O 1.072 1.664 -3.798
F 3.201 0.524 -3.499
S 2.325 3.832 -1.922
O 0.941 4.049 -2.227
O 3.313 4.818 -2.260
F 2.343 3.936 -0.308
C -0.470 -0.377 2.917
C -0.675 -1.545 1.923
C -2.181 -1.765 1.756
C -2.851 -0.690 0.966
C -2.190 -0.662 -0.437
C -0.695 -0.386 -0.410
N -0.069 -1.279 0.612
O 1.318 -0.986 0.748
C -0.149 -0.796 -1.783
C -0.392 1.137 -0.287
C -0.076 -2.861 2.454
H -0.781 -0.689 3.912
H 0.614 -0.216 2.981
H -0.838 0.569 2.536
H -2.347 -2.745 1.295
H -2.625 -1.875 2.751
H -3.922 -0.780 0.776
H -2.767 0.308 1.409
H -2.722 0.109 -0.991
H -2.345 -1.681 -0.800
H 0.932 -0.723 -1.899
H -0.673 -0.189 -2.524
H -0.420 -1.817 -2.074
H 0.622 1.328 -0.628
H -0.397 1.450 0.763
H -1.187 1.709 -0.753
H -0.290 -2.983 3.515
H -0.353 -3.682 1.799
H 1.018 -2.793 2.445
H 1.732 -1.810 0.462
```

## Properties
HOMO level ... -9.221 eV
LUMO ... -1.046 eV
Charge ... 0
Total energy ... -50618.0293 eV
Multiplicity ... 1

From a natural (NBO) analysis of the wavefunction, the atomic charges in e read: 0.99 -1.21 2.42 -0.91 -0.89 -0.52 2.41 -0.87 -0.88 -0.54 -0.64 0.13 -0.41 -0.40 -0.39 0.11 -0.19 -0.65 -0.61 -0.62 -0.61 0.22 0.20 0.22 0.21 0.22 0.22 0.20 0.22 0.21 0.21 0.23 0.21 0.20 0.19 0.24 0.22 0.22 0.20 0.48

***

2.
# C46H40AsInN8OS

C46H40AsInN8OS as an isolated structure (ωB97M-V with the def2-TZVPD basis set, the OMol25 dataset).

```
98
Properties=species:S:1:pos:R:3
In 0.792 0.243 0.399
C -4.246 13.228 -0.086
O -4.928 11.985 -0.172
C -4.218 10.853 -0.193
C -4.960 9.667 -0.256
C -4.331 8.450 -0.313
C -2.931 8.370 -0.287
C -2.197 9.553 -0.208
C -2.825 10.784 -0.164
C -2.297 7.068 -0.302
N -2.914 5.920 -0.513
C -1.969 4.957 -0.377
C -0.733 5.517 -0.070
N -0.962 6.865 -0.043
C 0.418 4.745 0.221
C 1.697 5.247 0.525
C 2.698 4.376 0.872
C 2.416 3.008 0.942
N 1.228 2.521 0.638
C 0.244 3.342 0.233
C -0.990 2.748 -0.216
N -1.046 1.403 -0.359
C -2.131 0.830 -0.859
C -3.265 1.562 -1.210
C -3.258 2.926 -1.037
C -2.103 3.549 -0.543
H -5.023 13.985 -0.070
H -3.603 13.393 -0.953
H -3.657 13.290 0.831
H -6.039 9.743 -0.257
H -4.899 7.532 -0.371
H -1.114 9.534 -0.203
H -2.228 11.683 -0.108
H -0.286 7.592 0.110
H 1.886 6.312 0.487
H 3.690 4.727 1.112
H 3.171 2.296 1.250
H -2.089 -0.245 -0.976
H -4.120 1.045 -1.622
H -4.113 3.538 -1.293
S 2.885 0.231 -0.893
C 3.385 -1.460 -0.669
C 4.762 -1.678 -0.649
C 5.270 -2.960 -0.546
C 4.406 -4.039 -0.433
C 3.039 -3.827 -0.437
C 2.501 -2.544 -0.575
As 0.569 -2.300 -0.513
C 0.094 -4.009 0.261
C -0.157 -5.121 -0.535
C -0.176 -6.385 0.041
C 0.068 -6.537 1.397
C 0.294 -5.424 2.195
C 0.302 -4.159 1.629
C 0.043 -2.398 -2.371
C 0.947 -2.065 -3.372
C 0.595 -2.243 -4.702
C -0.651 -2.753 -5.034
C -1.567 -3.053 -4.035
C -1.227 -2.864 -2.705
H 5.431 -0.831 -0.726
H 6.340 -3.119 -0.555
H 4.792 -5.044 -0.342
H 2.379 -4.677 -0.345
H -0.306 -5.009 -1.601
H -0.361 -7.249 -0.583
H 0.088 -7.528 1.832
H 0.479 -5.544 3.254
H 0.475 -3.282 2.242
H 1.926 -1.680 -3.116
H 1.305 -1.994 -5.479
H -0.910 -2.921 -6.071
H -2.541 -3.447 -4.293
H -1.941 -3.088 -1.920
C -4.150 -4.212 -0.032
N -4.074 -2.947 0.692
C -5.321 -2.424 1.244
C -2.951 -2.298 0.838
N -1.953 -1.716 0.967
H -4.685 -4.944 0.574
H -3.152 -4.593 -0.241
H -4.695 -4.076 -0.968
H -5.649 -3.028 2.092
H -6.093 -2.456 0.475
H -5.185 -1.395 1.568
N -1.149 1.300 2.969
C -0.213 0.456 3.491
C -0.148 0.195 4.869
C 0.806 -0.668 5.350
C 1.710 -1.260 4.461
C 1.613 -0.943 3.135
N 0.674 -0.102 2.651
H -1.899 1.591 3.572
H -1.384 1.176 1.998
H -0.865 0.665 5.528
H 0.850 -0.902 6.404
H 2.466 -1.949 4.807
H 2.292 -1.367 2.402
```

## Properties
HOMO level ... -11.620 eV
LUMO ... -5.435 eV
Charge ... +2
Total energy ... -139157.5487 eV
Multiplicity ... 1

From a Löwdin analysis of the wavefunction, the atomic charges in e read: 0.60 -0.06 -0.06 -0.27 0.02 -0.01 -0.17 -0.02 0.00 -0.23 0.19 -0.17 -0.12 0.19 -0.05 0.04 0.00 -0.12 0.01 -0.14 -0.14 0.02 -0.11 0.00 0.05 -0.05 0.10 0.10 0.10 0.13 0.11 0.11 0.11 0.15 0.13 0.12 0.11 0.08 0.12 0.14 0.65 -0.68 -0.12 -0.06 -0.06 -0.08 -0.40 1.28 -0.40 -0.11 -0.06 -0.06 -0.06 -0.11 -0.37 -0.08 -0.05 -0.06 -0.07 -0.13 0.11 0.12 0.11 0.10 0.10 0.12 0.12 0.11 0.08 0.09 0.12 0.11 0.11 0.08 -0.02 -0.19 -0.02 -0.28 0.13 0.10 0.08 0.10 0.10 0.10 0.09 0.17 -0.35 0.01 -0.02 -0.04 -0.14 0.02 0.12 0.06 0.12 0.13 0.12 0.11

***

| no. | strongest force on any atom (eV/Å) |
| --- | --- |
| 1 | 6.14 |
| 2 | 0.71 |